[1]
Here is a molecular structure, C16H28N5NaOS in a non-equilibrium geometry from OMol25. Energies are from the ωB97M-V functional and the def2-TZVPD basis.

* calculated total energy: -41785.1377 eV
* LUMO: -5.08 eV
* ΔE to the lowest compared entry with this formula, charge and spin: 7.0 kcal/mol
* highest occupied orbital energy: -13.7709 eV

Structure (ORCA input):
```
! RIJCOSX wB97M-V def2-TZVPD def2/J DEFGRID3
* xyz 2 1
Na -0.94353 0.40064 1.66380
O -2.17207 1.13035 3.18071
C -1.75563 2.50940 3.22185
C -0.63829 2.75137 4.23146
C 0.56866 1.82385 4.01543
C 1.34386 2.12487 2.75990
C 2.35717 3.07776 2.75521
C 3.11780 3.24882 1.61239
C 2.83187 2.48388 0.48931
C 1.76735 1.60788 0.55613
N 1.04124 1.41280 1.66419
H -2.54930 0.95186 4.04874
H -2.60824 3.15059 3.44936
H -1.40011 2.75500 2.21746
H -1.01948 2.60131 5.24485
H -0.33330 3.79693 4.15478
H 0.22596 0.78837 3.97591
H 1.23302 1.92138 4.87373
H 2.56174 3.65955 3.64396
H 3.93759 3.95447 1.60195
H 3.42105 2.56962 -0.41217
H 1.47553 1.00895 -0.30118
C 0.25210 1.51233 -5.66284
C 0.21359 0.31759 -4.77884
C 0.97652 -0.80711 -4.94846
C 0.86612 -1.85125 -4.01528
N 0.04043 -1.77059 -2.97020
C -0.69679 -0.68173 -2.80818
S -1.78418 -0.48245 -1.51611
N -0.61342 0.34622 -3.70612
C 1.69591 -3.07684 -4.15329
H 0.73041 1.27841 -6.60955
H 0.82817 2.30458 -5.17905
H -0.75043 1.89529 -5.85563
H 1.64605 -0.88972 -5.79114
H -1.22665 1.13746 -3.55929
H 2.02831 -3.21698 -5.17919
H 1.15122 -3.95596 -3.81627
H 2.58437 -2.98284 -3.52364
N -2.61508 -3.66340 -0.01990
C -2.30306 -3.00625 1.27720
C -0.78516 -2.91981 1.47189
N -0.38820 -1.80771 2.36146
H -3.61574 -3.81697 -0.13589
H -2.14095 -4.56106 -0.10901
H -2.28874 -2.97719 -0.80480
H -2.77215 -3.56995 2.08186
H -2.73167 -2.00404 1.26581
H -0.31227 -2.75998 0.49990
H -0.44456 -3.88143 1.86829
H 0.62725 -1.76034 2.35859
H -0.63428 -2.07788 3.30991
*
```



[2]
Here is 10 unconnected molecules or ions with the total composition C44H42N10O12 in a non-equilibrium geometry from OMol25. Energies are from the ωB97M-V functional and the def2-TZVPD basis.

* calculated total energy: -85763.6821 eV
* SMILES: O=[N+]([O-])c1ccccc1.O=[N+]([O-])c1ccccc1.O=[N+]([O-])c1ccccc1.O=[N+]([O-])c1ccccc1.O=[N+]([O-])c1ccccc1.O=[N+]([O-])c1ccccc1.CC#N.CC#N.CC#N.CC#N
* LUMO: -1.22 eV
* ΔE to the lowest compared entry with this formula, charge and spin: 0.0 kcal/mol
* highest occupied orbital energy: -9.5682 eV

Structure (ORCA input):
```
! RIJCOSX wB97M-V def2-TZVPD def2/J DEFGRID3
* xyz 0 1
O 19.65739 -7.59780 -6.13433
N 19.38273 -6.43273 -5.96143
O 18.82810 -5.72969 -6.79312
C 19.75276 -5.83480 -4.67439
C 19.29922 -4.57599 -4.31992
C 19.67988 -4.01941 -3.11328
C 20.54930 -4.72128 -2.28600
C 20.85884 -6.04027 -2.58989
C 20.45175 -6.62615 -3.77736
H 18.69887 -4.01058 -5.02157
H 19.33460 -3.02278 -2.86674
H 20.97206 -4.28680 -1.38992
H 21.47725 -6.61725 -1.91299
H 20.67191 -7.65709 -4.00136
O 8.90208 -1.28409 -6.93566
N 9.35754 -1.17516 -5.81669
O 8.70257 -1.09010 -4.79363
C 10.82258 -1.14641 -5.69461
C 11.43105 -1.59333 -4.54621
C 12.82049 -1.55357 -4.46786
C 13.56833 -1.11635 -5.54345
C 12.94119 -0.67168 -6.69599
C 11.55980 -0.71365 -6.77503
H 10.83847 -1.89414 -3.69250
H 13.29023 -1.94912 -3.57607
H 14.65164 -1.14041 -5.48295
H 13.50427 -0.35738 -7.56293
H 11.06995 -0.37796 -7.67911
O 15.78364 1.34902 -2.54975
N 16.49414 0.61420 -3.20802
O 17.24713 -0.21819 -2.73967
C 16.42771 0.73024 -4.67163
C 17.24393 -0.08274 -5.43370
C 17.20023 0.03982 -6.80844
C 16.36868 0.97422 -7.41431
C 15.51112 1.72850 -6.62713
C 15.53349 1.61008 -5.24640
H 17.98213 -0.75275 -5.01683
H 17.82596 -0.61480 -7.39960
H 16.35468 1.12488 -8.48595
H 14.85273 2.46849 -7.06253
H 14.93093 2.25906 -4.62856
O 10.78323 -8.04088 -8.15856
N 10.88101 -7.72236 -6.99285
O 10.19956 -8.17099 -6.08600
C 11.88794 -6.72290 -6.63609
C 12.69291 -6.20238 -7.63479
C 13.66694 -5.27473 -7.29396
C 13.76876 -4.80474 -5.98782
C 12.88927 -5.28560 -5.02138
C 11.97063 -6.26522 -5.32986
H 12.67395 -6.57662 -8.64851
H 14.21511 -4.74033 -8.05955
H 14.45109 -3.99492 -5.76609
H 12.97727 -4.89314 -4.01541
H 11.31715 -6.69942 -4.58661
O 9.89097 -3.41987 -13.36075
N 10.78944 -2.96775 -12.67356
O 11.74693 -2.35381 -13.09930
C 10.70800 -3.19885 -11.23218
C 11.85272 -3.01565 -10.47516
C 11.79424 -3.12879 -9.09896
C 10.60533 -3.53653 -8.50978
C 9.47088 -3.75819 -9.27733
C 9.52151 -3.60582 -10.65508
H 12.73115 -2.57898 -10.93611
H 12.65512 -2.92441 -8.48328
H 10.57665 -3.61225 -7.42872
H 8.56803 -4.12038 -8.80443
H 8.67314 -3.80366 -11.29525
O 19.80665 -2.04328 -6.72658
N 20.62822 -2.06916 -5.82775
O 20.58325 -1.37262 -4.83394
C 21.70484 -3.05770 -5.93008
C 22.62952 -3.13506 -4.91864
C 23.61835 -4.10454 -4.99051
C 23.63224 -5.01994 -6.03559
C 22.68931 -4.93188 -7.04230
C 21.71326 -3.95101 -6.98561
H 22.67914 -2.44691 -4.08781
H 24.36495 -4.15939 -4.21068
H 24.38233 -5.80094 -6.02675
H 22.72210 -5.57854 -7.90837
H 20.96359 -3.92315 -7.76262
C 16.47443 -3.76168 -1.61526
C 16.30827 -3.41014 -3.01721
N 16.24124 -3.07380 -4.10931
H 17.27196 -4.49809 -1.52460
H 15.57965 -4.23885 -1.21450
H 16.66815 -2.85500 -1.04629
C 14.98390 -0.48189 -11.93184
C 13.99586 0.37678 -11.29366
N 13.20692 1.01671 -10.76706
H 14.53384 -0.91346 -12.82767
H 15.24418 -1.28355 -11.23892
H 15.90284 0.02329 -12.21884
C 18.50468 -3.43315 -10.73729
C 19.77253 -2.79124 -10.37752
N 20.76458 -2.28890 -10.09572
H 17.66859 -2.79694 -10.46226
H 18.46282 -4.41786 -10.27366
H 18.50375 -3.59986 -11.81566
C 16.96578 -3.26658 -7.40315
C 15.85319 -2.68110 -8.15441
N 14.98865 -2.20170 -8.74436
H 16.79873 -4.34083 -7.33159
H 16.92437 -2.80836 -6.41757
H 17.88181 -3.08418 -7.95818
*
```



[3]
Here is a gas-phase ion, CH3N5O (charge +2) in a non-equilibrium geometry from OMol25. Energies are from the ωB97M-V functional and the def2-TZVPD basis.

* calculated total energy: -10554.2930 eV
* SMILES: [NH2+]=C=[NH+]/N=N\N=O
* LUMO (alpha / beta): -12.17 / -12.08 eV
* ΔE to the lowest compared entry with this formula, charge and spin: 91.6 kcal/mol
* highest occupied orbital energy (alpha / beta): -20.0072 / -20.0053 eV

Structure (ORCA input):
```
! RIJCOSX wB97M-V def2-TZVPD def2/J DEFGRID3
* xyz 2 1
N -0.46842 0.27215 0.70202
C 0.26706 0.11009 -0.35389
N 0.59080 -0.41781 -1.50323
N 0.74435 0.06205 -2.68631
N 0.53646 1.32331 -2.87810
N 0.28800 2.42278 -2.69971
O 0.02678 3.50891 -2.57150
H -0.04505 0.91292 1.37132
H -1.34670 -0.15371 0.87578
H 1.14650 -1.33822 -1.60861
*
```



[4]
Here is a molecular structure, C22H14Cl6N4O4V from OMol25. Energies are from the ωB97M-V functional and the def2-TZVPD basis.

* calculated total energy: -138017.4084 eV
* LUMO (alpha / beta): -1.88 / -1.30 eV
* ΔE to the lowest compared entry with this formula, charge and spin: 0.0 kcal/mol
* highest occupied orbital energy (alpha / beta): -9.2332 / -9.2416 eV

Structure (ORCA input):
```
! RIJCOSX wB97M-V def2-TZVPD def2/J DEFGRID3
* xyz 0 2
V -1.43855 -1.87292 -1.50193
Cl -2.00697 -1.05387 2.02098
C -1.72786 -2.68618 1.52781
C -1.62341 -3.00764 0.17798
C -1.62291 -4.34940 -0.16546
Cl -1.73780 -4.70563 -1.86895
C -1.60123 -5.37340 0.76769
Cl -1.58332 -7.01692 0.26413
C -1.60456 -5.02870 2.11453
Cl -1.55067 -6.26089 3.31141
C -1.69105 -3.68748 2.49741
Cl -1.77566 -3.28284 4.16697
N -1.65435 -1.50064 -3.73505
N -0.46965 -1.93853 -4.32455
C 0.54435 -2.33566 -3.47557
O 1.64402 -2.58200 -3.87626
O 0.12939 -2.39251 -2.19775
H -2.46417 -1.96698 -4.12542
H -1.78453 -0.48179 -3.73489
H -0.22332 -1.63488 -5.25201
Cl -3.60642 -1.60683 -1.61708
O -1.80202 1.17286 -2.69968
C -1.11101 1.07481 -1.70257
N -0.44472 2.07966 -1.08475
C 0.43252 1.63597 -0.01228
C 0.22941 0.11218 -0.12395
O 0.85423 -0.73473 0.45067
N -0.81248 -0.12074 -1.02675
C -0.05788 2.04830 1.38063
C -1.19772 2.81905 1.54805
C -1.61848 3.17709 2.82420
C -0.90788 2.75640 3.93695
C 0.23085 1.97511 3.77064
C 0.65624 1.62560 2.49966
C 1.86522 2.10676 -0.23933
C 2.07834 3.46446 -0.46265
C 3.35907 3.95966 -0.64399
C 4.44892 3.10020 -0.59650
C 4.24345 1.74883 -0.36369
C 2.95763 1.25002 -0.18163
H -0.44880 3.00690 -1.46984
H -1.77915 3.12901 0.69010
H -2.51027 3.77877 2.94340
H -1.23991 3.03025 4.92993
H 0.78785 1.63440 4.63395
H 1.53808 1.01024 2.37270
H 1.24463 4.15815 -0.46721
H 3.50642 5.01821 -0.81510
H 5.45076 3.48450 -0.73696
H 5.08577 1.07016 -0.32416
H 2.80964 0.19363 -0.00382
*
```



[5]
Here is 2 unconnected molecules or ions with the total composition C3H11NO2S in a non-equilibrium geometry from OMol25. Energies are from the ωB97M-V functional and the def2-TZVPD basis.

* calculated total energy: -19708.7191 eV
* SMILES: OCNCCS.O
* LUMO: 0.77 eV
* ΔE to the lowest compared entry with this formula, charge and spin: 18.6 kcal/mol
* highest occupied orbital energy: -9.3147 eV

Structure (ORCA input):
```
! RIJCOSX wB97M-V def2-TZVPD def2/J DEFGRID3
* xyz 0 1
O 0.16968 -1.99157 1.01525
C 0.30721 -1.29486 -0.21954
N 0.30442 0.15686 -0.06193
C 1.03203 0.80968 -1.18601
C 0.53741 2.23721 -1.32929
S -1.16064 2.57634 -1.96903
H 0.25724 -1.30912 1.66800
H -0.59888 -1.60152 -0.74105
H 1.18268 -1.59462 -0.80116
H -0.67269 0.40462 -0.08216
H 0.69460 0.24887 -2.06695
H 2.09400 0.83522 -0.97065
H 1.21280 2.75916 -2.00281
H 0.65363 2.62952 -0.31590
H -1.48159 1.28274 -2.25868
O -1.75743 -2.21285 3.49684
H -1.87386 -1.42939 4.01936
H -0.90062 -2.50628 3.80572
*
```



[6]
Here is a molecular structure, C10H16Cl2CoN2 in a non-equilibrium geometry from OMol25. Energies are from the ωB97M-V functional and the def2-TZVPD basis.

* calculated total energy: -76280.7317 eV
* LUMO (alpha / beta): 3.14 / 3.13 eV
* ΔE to the lowest compared entry with this formula, charge and spin: 38.0 kcal/mol
* highest occupied orbital energy (alpha / beta): -2.9856 / -4.5116 eV

Structure (ORCA input):
```
! RIJCOSX wB97M-V def2-TZVPD def2/J DEFGRID3
* xyz -1 5
Co 1.32508 -0.29892 -0.35791
Cl -0.20842 -1.86237 -0.89679
Cl 1.73691 1.62196 0.50058
C 2.68434 -1.27076 0.17885
H 3.58231 -0.80478 0.66743
H 2.93263 -2.30947 -0.14760
C -0.90734 1.48419 -1.78026
C 0.25832 0.99756 -2.13862
H -0.94164 2.29407 -1.02923
C 0.47113 -0.08598 -3.18044
H 1.21375 1.50694 -1.81176
C -0.75259 -0.21769 -4.10320
H 1.40965 0.03266 -3.74125
H 0.55841 -1.09622 -2.70363
C -2.03989 -0.23447 -3.28329
H -0.78592 0.61166 -4.83180
H -0.66508 -1.17003 -4.64830
C -2.21012 0.97043 -2.32680
H -2.88859 -0.28730 -3.96977
H -2.05757 -1.13918 -2.66219
H -2.84861 1.73964 -2.81381
H -2.73886 0.57786 -1.44202
N -1.29348 -0.02544 3.05699
C -0.91597 -1.37442 3.12389
C -0.13944 -1.61239 2.02431
N -0.01292 -0.42642 1.30730
C -0.73541 0.51062 1.91382
H -1.81416 0.51164 3.73386
H -1.17658 -2.05494 3.91373
H 0.28429 -2.51948 1.63164
H -0.86135 1.52944 1.58296
*
```